{
  "formula": "C6H12O",
  "method": "ωB97M-V/def2-TZVPD",
  "symbols": ["O", "C", "C", "C", "C", "C", "C", "H", "H", "H", "H", "H", "H", "H", "H", "H", "H", "H", "H"],
  "xyz": [[-0.1661, -1.0827, 0.3040], [-2.2069, 0.1257, 0.0551], [0.1554, 0.2998, 0.1989], [-1.0345, 0.9108, -0.5368], [1.4995, 0.4405, -0.4952], [-1.5779, -1.2477, 0.3545], [2.6319, -0.2279, 0.2798], [-1.8750, -1.6241, 1.3424], [-1.8584, -2.0013, -0.3915], [1.7101, 1.5098, -0.6321], [2.4152, -1.2903, 0.4239], [-3.0630, 0.0542, -0.6225], [1.4120, -0.0035, -1.4955], [2.7527, 0.2270, 1.2705], [-0.9383, 0.7151, -1.6122], [-2.5522, 0.5996, 0.9805], [3.5865, -0.1355, -0.2486], [0.2259, 0.7388, 1.2118], [-1.1169, 1.9916, -0.3871]],
  "forces_ev_per_a": [[0.1, -0.1, 0.0], [-0.1, 0.0, 0.0], [0.1, 0.2, -0.1], [0.0, 0.0, 0.0], [0.0, 0.0, 0.0], [-0.3, -0.1, 0.0], [0.0, 0.0, 0.0], [0.1, 0.1, -0.1], [0.1, 0.1, 0.1], [0.0, -0.1, 0.0], [0.1, 0.1, 0.0], [0.1, 0.0, 0.1], [0.0, 0.1, 0.1], [0.0, -0.1, -0.1], [0.0, 0.0, 0.1], [0.1, -0.1, -0.1], [-0.1, 0.0, 0.1], [0.0, -0.1, -0.1], [0.0, -0.2, 0.0]],
  "homo_lumo_gap_ev": 10.7,
  "smiles": "CC[C@H]1CCCO1",
  "homo_energy_ev": -9.51,
  "total_charge": 0,
  "relative_energy_kcal_mol": 8.7,
  "total_energy_ha": -311.0454,
  "lumo_energy_ev": 1.182
}